9
Properties=species:S:1:pos:R:3 method="wB97M-V/def2-TZVPD" molar_mass_da=105.1 orbital_gap_ev=7.77 largest_force_ha_per_bohr=0.0576 smiles="O=NC(=O)CS" e_above_lowest_ev=4.484 charge=0 multiplicity=1
O -2.323 -1.247 -0.476
N -2.727 -0.223 -0.019
C -1.373 0.863 0.416
O -1.707 1.920 0.823
C -0.051 0.293 -0.079
S 0.196 -1.289 0.735
H 0.605 1.118 0.242
H 0.026 0.438 -1.207
H -0.519 -2.212 -0.030


9
Properties=species:S:1:pos:R:3 method="wB97M-V/def2-TZVPD" molar_mass_da=89.0 orbital_gap_ev=10.57 largest_force_ha_per_bohr=0.0655 smiles="O=C=O.C=NO" e_above_lowest_ev=2.596 charge=0 multiplicity=1
O -2.593 1.042 -0.606
C -2.170 0.102 -0.067
O -1.900 -0.892 0.403
C 1.148 -0.930 -0.131
N 1.104 0.326 -0.501
O 1.039 1.183 0.538
H 1.055 -1.808 -0.787
H 1.297 -1.189 0.944
H 1.019 2.167 0.208


9
Properties=species:S:1:pos:R:3 method="wB97M-V/def2-TZVPD" molar_mass_da=89.0 orbital_gap_ev=11.66 largest_force_ha_per_bohr=0.0879 smiles="C=CO[N+](=O)[O-]" e_above_lowest_ev=7.008 charge=0 multiplicity=1
C 1.726 -0.102 0.150
C 0.613 0.415 -0.157
O -0.642 -0.529 0.384
N -1.896 -0.210 0.029
O -2.004 0.531 -0.902
O -2.721 -0.653 0.721
H 2.677 0.237 -0.104
H 1.797 -0.884 0.772
H 0.451 1.195 -0.893


9
Properties=species:S:1:pos:R:3 method="wB97M-V/def2-TZVPD" molar_mass_da=89.0 orbital_gap_ev=10.03 largest_force_ha_per_bohr=0.1589 smiles="O=CC(=O)NO" e_above_lowest_ev=4.652 charge=0 multiplicity=1
O 2.325 0.025 0.182
C 1.326 -0.551 -0.005
C -0.014 0.209 -0.149
O -0.215 1.446 -0.113
N -0.871 -0.683 -0.210
O -2.157 -0.287 0.154
H 1.385 -1.690 -0.330
H -0.681 -1.663 0.180
H -2.103 0.713 0.754


9
Properties=species:S:1:pos:R:3 method="wB97M-V/def2-TZVPD" molar_mass_da=89.0 orbital_gap_ev=11.19 largest_force_ha_per_bohr=0.0834 smiles="O=[N+]([O-])O.C#C" e_above_lowest_ev=7.692 charge=0 multiplicity=1
O -2.875 0.049 -0.159
N -1.695 -0.049 -0.042
O -1.026 -1.084 -0.228
O -0.929 1.095 0.242
H -0.026 0.644 0.437
C 1.867 0.325 -0.421
C 1.450 -0.629 0.237
H 2.123 1.315 -0.480
H 1.112 -1.667 0.413


9
Properties=species:S:1:pos:R:3 method="wB97M-V/def2-TZVPD" molar_mass_da=89.0 orbital_gap_ev=9.44 largest_force_ha_per_bohr=0.0721 smiles="C=C=O.O=NO" e_above_lowest_ev=5.130 charge=0 multiplicity=1
C 0.311 2.522 -0.077
C -0.586 1.607 0.086
O -1.326 0.723 0.364
H 0.489 2.862 -1.170
H 0.719 3.108 0.705
O 0.825 -2.288 1.321
N 0.627 -2.214 0.161
O -0.538 -3.093 -0.226
H -0.521 -3.227 -1.165


10
Properties=species:S:1:pos:R:3 method="wB97M-V/def2-TZVPD" molar_mass_da=121.1 orbital_gap_ev=7.73 largest_force_ha_per_bohr=0.0772 e_above_lowest_ev=5.581 charge=0 multiplicity=1
C 1.483 -1.007 -0.250
C 1.063 0.286 -0.116
N -1.450 -0.440 -0.917
O 0.464 -1.744 0.038
O -2.354 0.298 -1.165
O -1.190 1.433 0.774
S -0.557 -0.116 0.532
H 2.276 -1.553 -0.565
H 1.308 1.321 -0.064
H -1.042 1.521 1.733


9
Properties=species:S:1:pos:R:3 method="wB97M-V/def2-TZVPD" molar_mass_da=120.1 orbital_gap_ev="7.43 / 7.47" largest_force_ha_per_bohr=0.0813 e_above_lowest_ev=5.374 charge=+1 multiplicity=1
C 0.267 -0.724 0.038
C 1.535 -0.188 0.143
N -1.131 1.607 -0.406
O -2.183 1.034 -0.292
P -3.229 0.018 -0.002
S -0.971 -1.576 -0.065
H 1.464 0.935 0.147
H 2.410 -0.433 -0.592
H 1.838 -0.673 1.029


8
Properties=species:S:1:pos:R:3 method="wB97M-V/def2-TZVPD" molar_mass_da=89.1 orbital_gap_ev=9.10 largest_force_ha_per_bohr=0.0733 smiles="O=C1CSN1" e_above_lowest_ev=1.076 charge=0 multiplicity=1
O 0.630 2.001 -0.873
C 0.386 0.867 -0.630
C -0.164 0.028 0.686
S -0.150 -1.527 -0.333
N 0.210 -0.206 -1.494
H 0.348 -0.092 1.548
H -1.163 0.222 0.969
H 0.692 -0.398 -2.357


8
Properties=species:S:1:pos:R:3 method="wB97M-V/def2-TZVPD" molar_mass_da=89.1 orbital_gap_ev=9.19 largest_force_ha_per_bohr=0.0693 smiles="CN1SC1=O" e_above_lowest_ev=1.924 charge=0 multiplicity=1
C -0.794 -0.605 0.318
N 0.403 -0.253 -0.317
S 2.090 -0.093 0.365
C 1.024 0.966 -0.507
O 0.889 2.029 -0.983
H -0.843 -1.645 0.731
H -1.253 0.094 0.984
H -1.516 -0.492 -0.592


8
Properties=species:S:1:pos:R:3 method="wB97M-V/def2-TZVPD" molar_mass_da=89.1 orbital_gap_ev=9.89 largest_force_ha_per_bohr=0.0785 smiles="N=C=S.C=O" e_above_lowest_ev=1.307 charge=0 multiplicity=1
N 0.565 1.541 -1.486
C 1.576 0.930 -1.383
S 3.000 0.332 -1.507
H -0.045 1.958 -0.694
C -1.277 -1.197 1.248
O -0.564 -0.327 0.847
H -1.322 -2.266 0.830
H -1.932 -0.972 2.146


9
Properties=species:S:1:pos:R:3 method="wB97M-V/def2-TZVPD" molar_mass_da=121.2 orbital_gap_ev=9.41 largest_force_ha_per_bohr=0.0806 smiles="C#[N+][S-].O=CS" e_above_lowest_ev=2.930 charge=0 multiplicity=1
C -1.984 1.188 0.296
N -2.138 0.094 -0.052
S -2.650 -1.284 -0.530
H -2.015 2.112 0.658
O 1.307 0.862 -0.363
C 2.138 0.072 -0.118
S 1.696 -1.657 0.193
H 3.216 0.161 -0.233
H 0.430 -1.548 0.150


9
Properties=species:S:1:pos:R:3 method="wB97M-V/def2-TZVPD" molar_mass_da=121.2 orbital_gap_ev=8.18 largest_force_ha_per_bohr=0.0408 e_above_lowest_ev=2.653 charge=0 multiplicity=1
O -1.812 -0.714 -0.425
N -1.346 -0.398 0.834
C -0.163 0.043 0.983
C 0.918 0.461 -0.040
S 2.232 1.209 0.495
S 0.734 -0.082 -1.650
H -2.734 -0.995 -0.239
H 0.154 0.136 2.019
H 2.015 0.340 -1.976


9
Properties=species:S:1:pos:R:3 method="wB97M-V/def2-TZVPD" molar_mass_da=121.2 orbital_gap_ev=8.31 largest_force_ha_per_bohr=0.1072 smiles="S=CNOC=S" e_above_lowest_ev=4.587 charge=0 multiplicity=1
S -3.014 -0.207 0.005
C -1.381 -0.451 -0.280
N -0.596 0.642 0.319
O 0.658 0.887 -0.372
C 1.487 -0.115 0.435
S 2.952 -0.292 -0.097
H -0.827 -1.499 -0.361
H -1.095 1.593 0.142
H 1.190 -0.305 1.500


9
Properties=species:S:1:pos:R:3 method="wB97M-V/def2-TZVPD" molar_mass_da=121.2 orbital_gap_ev=8.67 largest_force_ha_per_bohr=0.0907 smiles="O=CNSC=S" e_above_lowest_ev=2.214 charge=0 multiplicity=1
O 0.070 1.851 -0.418
C 1.140 1.246 -0.606
N 0.999 -0.087 -1.248
S -0.531 -0.595 -1.049
C -0.973 -0.694 0.510
S -0.118 -0.503 1.870
H 2.202 1.734 -0.400
H 1.732 -0.558 -0.785
H -2.100 -1.118 0.708


10
Properties=species:S:1:pos:R:3 method="wB97M-V/def2-TZVPD" molar_mass_da=153.3 orbital_gap_ev=6.87 largest_force_ha_per_bohr=0.1122 e_above_lowest_ev=5.092 charge=0 multiplicity=1
C 1.434 0.234 0.683
C -1.244 -0.100 0.236
N 1.638 0.490 -0.554
O 0.859 1.244 -1.469
S 1.996 0.196 2.129
S -1.757 -0.573 1.730
S -1.862 -0.766 -1.220
H 2.434 0.067 -1.054
H -0.735 0.756 0.239
H -2.762 -1.548 -0.719


10
Properties=species:S:1:pos:R:3 method="wB97M-V/def2-TZVPD" molar_mass_da=153.3 orbital_gap_ev=7.85 largest_force_ha_per_bohr=0.1524 smiles="OC(=S)C(=S)NS" e_above_lowest_ev=2.459 charge=0 multiplicity=1
O -1.998 1.071 0.365
C -1.373 -0.097 -0.057
S -2.172 -1.443 -0.469
C 0.133 0.245 -0.031
S 0.794 1.891 -0.506
N 0.770 -0.793 0.043
S 2.444 -1.318 -0.140
H -1.420 1.767 0.287
H 0.110 -1.466 0.114
H 2.713 0.142 0.395


10
Properties=species:S:1:pos:R:3 method="wB97M-V/def2-TZVPD" molar_mass_da=153.3 orbital_gap_ev="6.55 / 6.54" largest_force_ha_per_bohr=0.1328 e_above_lowest_ev=3.061 charge=0 multiplicity=1
C 0.542 0.166 -0.581
C -0.857 0.253 -0.123
N 1.485 0.770 0.234
O 0.824 -0.325 -1.638
S -1.638 1.585 0.790
S -2.285 0.626 -0.966
S -0.573 -2.303 1.189
H 1.117 1.338 1.047
H 2.358 0.604 -0.050
H -0.973 -2.714 0.099


7
Properties=species:S:1:pos:R:3 method="wB97M-V/def2-TZVPD" molar_mass_da=73.1 orbital_gap_ev="6.84 / 6.84" largest_force_ha_per_bohr=0.0718 e_above_lowest_ev=4.779 charge=0 multiplicity=1
C -2.238 -0.434 0.161
C 0.038 0.014 -0.116
N -3.154 -1.020 0.721
S -3.680 0.477 -0.304
H -0.064 0.364 -1.212
H 0.338 -1.036 0.140
H 0.068 0.768 0.704


7
Properties=species:S:1:pos:R:3 method="wB97M-V/def2-TZVPD" molar_mass_da=59.0 orbital_gap_ev=8.44 largest_force_ha_per_bohr=0.0162 smiles="CC(=O)[O-]" e_above_lowest_ev=0.032 charge=-1 multiplicity=1
C -0.236 -0.014 0.595
C 0.353 0.021 -0.839
O -0.416 -0.417 -1.723
O 1.466 0.576 -0.977
H -0.031 -0.956 1.121
H 0.187 0.729 1.274
H -1.322 0.061 0.549